This record from OMol25 describes a molecular structure, C12H30ClI2N2OP2Tl in a non-equilibrium geometry. The level of theory is wB97M-V/def2-TZVPD.

Structure (XYZ):
```
51
Properties=species:S:1:pos:R:3:forces:R:3
Tl 1.94441 2.38146 -2.16143 -0.402 -0.594 0.308
I 4.31827 6.12676 -2.56890 -0.138 -0.344 -0.592
I 4.04703 5.17247 -5.09865 -0.004 0.137 0.695
Cl 0.55999 -0.00067 -3.04863 0.494 0.139 0.453
P -1.03187 2.37632 -1.69028 -2.227 1.158 -0.425
P 3.13717 -0.31024 -1.23367 2.302 -0.900 -0.006
O -0.95908 -0.35686 0.80014 -0.247 0.136 0.737
N -1.76163 -2.45514 1.25839 0.408 1.143 -0.404
N -1.53073 -0.88002 2.97203 0.326 0.659 -1.478
C -1.77592 -2.68079 -0.16706 0.058 0.145 -0.518
C -1.39313 -1.16883 1.64551 -0.131 -1.052 -0.095
C -1.84738 -3.52298 2.22797 0.101 -0.226 0.673
C 3.30276 -1.90443 -2.12182 -1.394 0.378 -0.548
C -1.90094 2.53880 -0.09686 1.066 -0.661 0.840
C -2.02749 -1.80135 3.95384 -0.193 -0.668 0.859
C -1.10365 4.09261 -2.33439 0.861 0.091 -0.233
C -2.22750 1.47959 -2.73909 1.119 -0.855 -0.128
C 3.28552 -0.74913 0.52970 -1.302 0.589 0.461
C -2.72804 -2.99440 3.35081 -0.073 -0.491 -0.407
C 4.78639 0.42270 -1.58432 -0.204 0.738 -0.362
C -1.20108 0.45702 3.40174 0.261 1.036 0.082
H -1.30355 3.16990 0.57742 -0.265 -0.118 -0.151
H 2.31802 -1.16862 0.84657 0.342 0.018 0.080
H -2.25589 0.45025 -2.35607 -0.211 0.245 -0.151
H -3.67791 -2.68933 2.92353 -0.243 0.032 -0.033
H -0.79672 -3.03407 -0.53556 -0.371 -0.330 0.037
H -2.61063 -3.35005 -0.46720 0.683 0.311 0.241
H -2.14025 4.46478 -2.35668 0.283 -0.279 0.055
H -3.22909 1.92970 -2.72904 0.385 0.192 0.186
H -0.85726 -3.70468 2.70005 -0.248 -0.261 -0.546
H 4.95357 1.33109 -0.98254 -0.027 -0.368 -0.158
H 4.21326 -2.47740 -1.89130 -0.166 0.539 0.314
H 3.47536 0.14781 1.14050 -0.016 -0.320 -0.254
H 3.28974 -1.66895 -3.19641 -0.046 -0.239 0.257
H -1.81750 1.43088 -3.75652 -0.323 0.033 0.169
H -1.95575 1.53326 0.35079 -0.038 0.285 -0.065
H 4.08217 -1.48880 0.68979 -0.106 0.180 -0.386
H -0.48623 4.74746 -1.69679 -0.311 -0.159 -0.213
H -0.67856 4.10846 -3.35085 -0.261 0.122 0.255
H -2.90429 2.97020 -0.22316 0.327 -0.045 -0.391
H -0.13489 0.73168 3.27520 -0.337 -0.489 0.193
H 4.81545 0.71082 -2.64891 0.169 -0.169 0.354
H -2.75095 -1.29222 4.58754 0.176 0.183 0.221
H 5.57934 -0.31517 -1.38039 -0.355 0.169 -0.024
H -2.93117 -3.77048 4.09088 0.139 0.205 0.115
H -2.21802 -4.46407 1.77321 0.204 0.721 0.140
H -1.17232 -2.13864 4.55688 -0.279 0.041 0.179
H -1.88801 -1.68889 -0.62960 -0.245 -0.553 0.008
H -1.73344 1.23062 2.81459 -0.058 -0.487 0.319
H -1.47962 0.55951 4.46073 0.176 0.025 -0.431
H 2.40205 -2.48792 -1.88168 0.342 -0.040 -0.233
```
Forces are in eV/Å.

HOMO (spin up / spin down), eV: -13.241 / -13.224
Energy relative to the best compared isomer or geometry (same formula, charge and spin), eV: 1.311
Kohn-Sham gap (spin up / spin down), Eh: 0.0887 / 0.0875
E_tot, Ha: -2570.1328
Total charge: +2